(1)
Computed, not measured: C53H54BrCsNOP2S4 as an isolated structure at a distorted geometry, with wB97M-V/def2-TZVPD.

**Relative energy (zero: lowest compared OMol25 entry of this formula, charge and spin)**: 65.6 kcal/mol
**HOMO energy**: -10.02 eV
**Charge**: +1
**Gap between HOMO and LUMO**: 8.426 eV
**E**: -7051.41330 hartree

Structure (XYZ):
```
117
Properties=species:S:1:pos:R:3:forces:R:3:lowdin_charge:R:1
Cs 1.8823 -0.0525 1.0998 0.043 0.080 0.224 0.55
C 6.6086 -1.4724 -0.1745 -0.149 1.349 0.566 -0.54
C 6.7358 -0.7530 1.1597 0.531 -1.664 0.117 -0.55
S 5.4498 -1.2288 2.3201 -1.108 0.950 0.821 0.81
C 5.5194 -3.0298 2.3771 0.818 0.642 1.313 -0.52
C 4.5528 -3.6531 3.3844 -0.673 -0.672 -1.829 -0.49
S 2.8778 -3.0678 3.1180 -1.075 0.749 0.293 0.78
C 2.1494 -4.4535 2.2392 -1.268 1.447 -1.657 -0.54
C 2.7051 -4.7445 0.8525 0.348 -0.825 -1.088 -0.48
S 2.6591 -3.2370 -0.2226 -0.341 -0.428 -0.053 0.78
C 4.1872 -3.3748 -1.2102 -0.181 -0.380 0.777 -0.52
C 4.5278 -2.0984 -1.9640 0.197 0.496 0.772 -0.50
S 5.1585 -0.7571 -0.8964 -0.924 0.172 -1.027 0.83
H 6.5055 -2.4882 0.0102 -0.398 -1.956 0.235 0.03
H 7.5022 -1.3812 -0.7516 0.557 0.480 -0.640 0.09
H 6.6382 0.3009 0.9728 0.248 0.580 0.469 0.06
H 7.6713 -1.0635 1.6237 0.305 0.620 -0.099 0.08
H 6.5454 -3.2313 2.6971 -0.007 -0.569 -0.470 0.09
H 5.2427 -3.3991 1.4193 0.184 -0.484 -0.744 0.01
H 4.7557 -3.5726 4.4256 0.611 0.194 0.650 0.07
H 4.4553 -4.7130 3.0776 0.485 0.283 0.643 0.09
H 1.0462 -4.2868 2.1406 0.804 0.146 0.348 0.08
H 2.2788 -5.2667 2.8600 0.156 -2.069 1.193 0.05
H 2.2733 -5.7278 0.3980 0.352 1.983 0.607 0.13
H 3.7753 -4.9223 0.8983 0.246 -0.303 0.261 0.04
H 4.0174 -4.1089 -1.9860 0.115 -0.551 0.035 0.08
H 4.9976 -3.7152 -0.5035 -0.650 0.323 -1.056 0.07
H 3.6495 -1.6468 -2.4997 0.972 -0.657 0.164 0.07
H 5.3808 -2.3808 -2.5823 -0.422 0.261 -0.663 0.08
C -2.8402 3.8092 3.4508 1.293 0.273 0.043 -0.03
C -1.6736 3.0848 4.0583 -0.066 -1.064 -0.842 -0.25
C -1.3165 3.0150 5.3842 -2.417 1.973 -0.325 -0.04
C -0.3657 2.1971 5.8258 1.314 -0.961 2.857 -0.13
C 0.2145 1.4051 4.8958 1.415 -0.714 -0.354 -0.79
Br 1.4688 0.1426 5.5089 0.491 -0.482 -0.019 0.77
N 0.0218 1.4634 3.6084 -0.684 -0.373 -1.133 0.02
C -0.9729 2.2535 3.1899 0.399 0.862 -0.475 -0.09
H -2.3657 4.5315 2.7620 -0.747 -0.235 -0.113 0.09
H -3.4250 4.3679 4.1718 -0.289 -0.165 0.031 0.08
H -3.3716 3.0099 2.9321 -0.553 0.663 -0.162 0.08
H -1.9166 3.5951 6.0506 -0.052 0.432 0.640 0.12
H -0.0753 2.1054 6.9059 -0.445 0.158 -1.272 0.13
H -1.1991 2.3486 2.1000 0.397 -0.522 0.813 0.13
C -4.6619 3.6670 0.0664 0.436 -0.563 0.494 -0.01
C -4.8947 2.5049 -0.8707 1.198 -1.706 -1.278 -0.40
C -6.2222 2.7351 -1.5821 -1.160 0.225 0.665 -0.05
C -3.7614 2.4924 -1.9303 0.378 0.991 -2.015 -0.07
C -3.8615 3.1701 -3.1971 -0.017 -0.365 1.849 0.01
C -2.7487 3.4408 -4.0002 -1.801 -0.221 1.221 -0.07
C -1.5240 2.9837 -3.5983 1.622 0.157 -1.528 -0.09
C -1.3594 2.2208 -2.4493 -0.721 -0.787 -0.146 -0.31
P 0.2652 1.6246 -1.8754 -0.572 1.302 0.728 1.08
C 1.2340 1.3272 -3.3470 0.413 -0.001 -1.510 -0.38
C 1.3825 -0.0566 -3.6961 -0.763 1.583 1.593 -0.12
C 2.2510 -0.3941 -4.6854 0.961 -0.697 -1.975 -0.11
C 2.9906 0.5979 -5.3934 -1.711 0.127 1.806 -0.06
C 2.7981 1.9607 -5.0664 1.087 0.686 -1.758 -0.08
C 1.8591 2.3558 -4.1166 -0.058 -2.036 0.694 -0.09
C 0.8197 3.3146 -1.2667 1.379 -0.727 0.005 -0.34
C 2.1964 3.3874 -0.9046 -1.382 -0.608 0.016 -0.12
C 2.6316 4.3496 -0.0199 -0.155 -0.694 -0.568 -0.09
C 1.6788 5.2045 0.4887 0.780 2.189 1.413 -0.10
C 0.3444 5.2407 0.1045 0.872 0.090 -0.766 -0.07
C -0.0480 4.3286 -0.8719 -0.679 -0.622 0.567 -0.08
C -2.4988 1.9490 -1.6787 -0.304 0.413 1.220 -0.20
O -2.3394 1.2460 -0.4576 0.875 0.770 -1.532 -0.04
C -3.4228 0.5422 -0.0491 -0.725 0.057 0.023 -0.26
C -3.1848 -0.7112 0.4952 -1.678 0.434 0.098 -0.29
C -4.2932 -1.3359 1.0911 0.794 -0.011 0.255 -0.06
C -5.5078 -0.7278 1.1450 -0.808 0.704 0.032 -0.06
C -5.7232 0.4862 0.4801 -1.251 -1.149 1.182 -0.02
C -4.7062 1.1062 -0.1541 0.373 2.075 -0.759 -0.07
P -1.5391 -1.3480 0.3821 1.137 -0.661 -0.380 1.07
C -1.5740 -2.7381 1.5593 -0.734 -1.396 -1.060 -0.39
C -1.1943 -2.3412 2.8218 -0.133 0.045 1.201 -0.14
C -1.2961 -3.2221 3.8928 -0.320 0.131 -0.289 -0.08
C -1.7201 -4.5282 3.7371 0.130 1.198 0.080 -0.08
C -2.0897 -4.9562 2.4747 -0.245 -0.494 -0.897 -0.08
C -2.0511 -4.0817 1.3637 0.295 0.117 0.673 -0.06
C -1.5137 -2.0476 -1.3230 1.323 -0.527 -0.006 -0.34
C -0.5580 -2.9948 -1.6975 -0.034 -0.082 1.035 -0.13
C -0.2585 -3.3251 -3.0240 -0.207 -0.291 0.446 -0.09
C -0.9279 -2.6647 -4.0337 -1.093 1.916 1.231 -0.07
C -1.8464 -1.5948 -3.6820 1.003 -2.297 -1.688 -0.05
C -2.1147 -1.3896 -2.3599 -1.504 1.287 -0.417 -0.13
H -4.7840 4.5969 -0.4499 0.073 0.596 -0.407 0.09
H -3.6493 3.5987 0.4664 -0.094 0.195 0.273 0.08
H -5.4061 3.6353 0.8518 -0.024 0.001 0.445 0.10
H -6.2521 3.7262 -2.0060 0.465 0.530 -0.220 0.07
H -7.0773 2.8534 -0.8720 0.543 -0.843 -0.378 0.10
H -6.4453 2.0886 -2.4323 -0.055 -0.429 0.457 0.10
H -4.8402 3.5689 -3.4285 0.187 0.107 -0.342 0.10
H -2.9283 4.0915 -4.8270 0.333 0.060 -0.688 0.10
H -0.6790 3.2197 -4.3149 -0.752 -0.436 1.315 0.13
H 0.7546 -0.7858 -3.1405 0.744 0.385 -0.417 0.08
H 2.3392 -1.4632 -5.0214 -0.042 1.151 0.426 0.12
H 3.5651 0.2301 -6.2041 0.834 0.237 -0.554 0.09
H 3.3854 2.7768 -5.6425 -1.124 -1.554 0.940 0.14
H 1.5981 3.3925 -3.9600 0.314 0.058 0.228 0.10
H 2.8361 2.5871 -1.2502 0.325 0.034 -0.104 0.09
H 3.6747 4.3806 0.2772 -0.158 0.204 0.054 0.11
H 2.0968 5.9800 1.1712 -0.762 -0.588 -0.327 0.12
H -0.3117 6.0350 0.4553 0.085 -0.293 -0.003 0.11
H -1.0816 4.3054 -1.2106 0.138 0.069 0.058 0.10
H -4.1816 -2.2484 1.6322 0.288 -0.630 0.114 0.10
H -6.3016 -1.1257 1.7685 0.035 -0.196 -0.268 0.11
H -6.7175 0.9093 0.6017 0.185 0.219 -0.444 0.12
H -0.9603 -1.2996 3.0714 0.171 -0.265 -0.428 0.09
H -1.1881 -2.8617 4.8894 0.486 0.315 0.560 0.10
H -1.8299 -5.0346 4.6776 -0.123 -0.933 -0.179 0.11
H -2.4549 -5.9896 2.3622 0.138 0.617 -0.161 0.11
H -2.4350 -4.4819 0.3999 0.491 0.694 0.646 0.12
H -0.0836 -3.4559 -0.8432 0.477 -0.464 -0.328 0.05
H 0.4604 -4.1246 -3.2614 -0.376 0.461 0.234 0.11
H -0.7259 -2.9281 -5.0353 0.052 -0.051 -1.055 0.09
H -2.4132 -1.0657 -4.4688 0.488 -0.293 0.565 0.12
H -2.9054 -0.6924 -2.1557 -0.175 0.438 0.180 0.10
```
Forces are in eV/Å.

(2)
Computed, not measured: C14H23BrCaClCsF6KMgN3O10P2 as an isolated structure at a distorted geometry, with wB97M-V/def2-TZVPD.

**HOMO energy**: -11.00 eV
**Charge**: +2
**Gap between HOMO and LUMO**: 1.866 eV
**E**: -7276.34025 hartree

Structure (XYZ):
```
64
Properties=species:S:1:pos:R:3:forces:R:3:lowdin_charge:R:1
C -2.6958 1.8414 -1.3371 1.276 0.228 0.506 -0.05
C -1.5687 0.7913 -1.9885 -2.518 0.590 -0.167 -0.23
O -0.2559 1.3820 -1.6843 1.370 -2.675 -0.114 -0.20
C 0.8381 0.4047 -1.7866 -0.279 0.401 -1.500 -0.17
C 0.8680 -0.7371 -0.6114 -0.408 0.573 -0.155 -0.21
N 0.1708 -0.3559 0.6755 -1.670 -0.087 0.939 -0.36
C -0.8818 -1.3609 1.1888 -2.377 0.258 3.988 -0.19
C -1.7321 -1.1921 2.5797 3.102 2.360 -2.574 -0.53
Br -3.0630 -2.5626 3.2293 2.222 2.052 -1.187 0.70
C -1.4577 0.1584 3.5135 2.395 -1.286 -1.769 -0.09
C -0.3226 1.2133 2.9402 0.452 -3.787 -3.984 -0.22
P 0.1160 2.8103 3.9663 -1.505 0.563 1.855 1.03
O 1.7732 2.5004 4.5231 -4.554 -6.864 -0.435 -0.61
O 0.2670 4.1993 2.9246 -0.697 -4.026 -0.831 -0.41
C 0.4710 0.9049 1.5007 -2.178 0.522 3.307 -0.16
H -2.0955 2.7143 -0.7893 -1.281 -1.806 -1.182 0.09
H -3.3518 2.3630 -2.1536 1.137 -1.340 1.673 0.10
H -3.2940 1.2755 -0.5057 0.834 1.169 -1.840 0.08
H -1.7281 -0.2749 -1.5291 0.606 1.905 -0.724 0.10
H -1.8014 0.7051 -3.1523 1.031 0.154 2.319 0.14
H 1.8755 0.9558 -1.8714 -2.196 -0.765 0.490 0.13
H 0.7014 -0.1707 -2.8233 0.304 0.848 2.103 0.13
H 0.3928 -1.7284 -1.0169 0.982 1.880 1.041 0.10
H 2.0101 -0.9342 -0.3280 -1.589 0.090 -1.215 0.06
H -1.1040 -2.3349 0.5445 0.349 2.819 1.150 0.05
H -2.0533 0.3082 4.5128 1.242 -0.060 -2.285 0.11
H 2.1030 1.7580 3.9036 -0.415 0.990 2.144 0.05
H -0.0486 3.8793 2.0172 0.192 1.438 0.793 0.07
H 1.2808 1.6972 1.1357 -2.241 -1.811 0.210 0.14
C 0.2108 -4.0439 -6.1862 -0.056 -0.079 -0.180 -0.07
C 1.1312 -3.3557 -5.1831 -1.192 -0.680 -0.085 -0.50
C 0.6751 -3.5385 -3.7342 -1.060 0.543 -0.048 -0.18
C -0.7106 -2.9406 -3.5528 -7.734 3.256 1.295 -0.12
N -1.8600 -2.4445 -3.4022 9.245 -3.889 -1.122 0.20
H -0.8002 -3.6253 -6.1605 0.154 -0.054 0.081 0.09
H 0.5910 -3.9109 -7.2040 -0.076 -0.117 0.090 0.09
H 0.1446 -5.1191 -5.9844 0.036 0.208 -0.074 0.10
H 1.1830 -2.2870 -5.4247 -2.059 -1.646 0.838 -0.15
H 2.1433 -3.7602 -5.2937 -0.124 -0.207 0.212 0.06
H 1.3738 -3.0395 -3.0546 -0.175 -0.028 0.142 0.10
H 0.6463 -4.6016 -3.4711 -0.092 0.173 -0.033 0.13
F 1.2857 0.6355 6.8650 -4.014 -2.175 -2.384 -0.36
P 2.7254 0.7897 7.4410 2.387 0.061 3.358 -0.03
F 1.8808 1.9227 8.0974 -0.429 4.205 2.136 -0.10
F 3.9333 1.7739 7.4328 3.388 2.970 2.609 -0.13
F 3.1590 0.3599 8.8748 0.514 1.672 4.824 -0.12
F 3.2480 0.8106 5.9728 -0.906 -1.590 -6.510 -0.17
F 2.8463 -0.7635 7.4016 -0.168 -4.533 -3.703 -0.15
K 2.5606 4.0098 3.5712 5.393 7.314 -3.164 1.03
C -4.8068 -3.1411 -2.4380 -0.242 0.792 0.675 -0.96
O -4.9692 -2.2503 -1.6183 0.055 0.248 0.196 0.25
O -5.0116 -3.0375 -3.6529 -0.156 0.002 -1.007 0.33
O -4.4125 -4.2841 -2.1795 0.398 -1.021 0.126 0.30
Ca 1.9819 -0.9664 1.8414 0.535 -0.931 2.017 1.14
O 2.6682 2.9705 -3.6289 -0.379 -0.358 0.049 -0.07
H 1.8675 2.4609 -3.8245 0.128 0.448 0.060 0.02
H 2.3386 3.8630 -3.4453 0.115 -0.141 -0.051 0.06
N -1.3461 5.8615 0.8177 -0.589 1.313 0.864 -0.66
O -1.5938 6.8249 1.5618 0.183 -0.529 -0.370 0.00
O -0.2564 5.7989 0.2248 1.010 -0.566 -0.237 -0.07
O -2.1880 4.9608 0.6666 -0.186 -0.957 0.009 -0.06
Cs 2.9480 -1.3886 -5.8954 3.319 2.537 -1.295 1.30
Cl 0.2495 -0.9148 5.6918 -1.043 0.012 -2.246 0.30
Mg 0.7500 -3.8404 1.2953 0.233 -0.591 0.371 0.74
```
Forces are in eV/Å.

(3)
Computed, not measured: a 2-piece molecular cluster, C2H2ClNS overall at a distorted geometry, with wB97M-V/def2-TZVPD.

**Relative energy (zero: lowest compared OMol25 entry of this formula, charge and spin)**: 36.9 kcal/mol
**HOMO energy**: -10.29 eV
**Charge**: 0
**Gap between HOMO and LUMO**: 9.802 eV
**E**: -990.44018 hartree

Structure (XYZ):
```
7
Properties=species:S:1:pos:R:3:forces:R:3:nbo_charge:R:1
C -1.3858 -1.0845 0.4241 1.625 -0.216 -1.392 0.20
C 0.0136 -1.0875 0.0636 2.738 2.604 4.038 -0.45
N -2.4874 -0.9255 0.6497 -1.667 0.028 0.511 -0.26
S 0.5510 -0.0195 -1.3941 -0.389 -0.069 0.852 0.03
Cl 0.8722 -2.6297 0.0340 -0.606 -0.051 -0.089 0.04
H 0.4725 -0.4919 1.4261 -1.024 -1.352 -4.100 0.27
H 1.3565 0.9546 -0.8389 -0.678 -0.944 0.180 0.16
```
Forces are in eV/Å.